19
Properties=species:S:1:pos:R:3 method="wB97M-V/def2-TZVPD" homo_lumo_gap_ev=8.973 charge=0 de_lowest_kcal_mol=0.0 smiles="C=C(S)c1ccccc1.Br" total_energy_ev=-89318.2284
C -0.852 2.179 -1.672
C -1.703 1.371 -0.848
C 0.525 1.950 -1.718
C -1.148 0.416 -0.015
C 1.034 0.898 -0.966
C 0.228 0.123 -0.122
C 0.343 -0.961 2.112
C 0.846 -0.886 0.856
S 2.218 -1.874 0.304
Br -1.049 -3.853 0.874
H -1.264 2.872 -2.405
H -2.696 1.653 -0.679
H 1.193 2.500 -2.316
H -1.583 -0.053 0.914
H 2.089 1.022 -0.800
H -0.460 -0.250 2.401
H 0.691 -1.718 2.809
H -0.736 -3.765 2.302
H 2.322 -1.623 -1.032